The following is a DFT calculation (the ωB97M-V functional and the def2-TZVPD basis) of a molecular structure, C25H22F6N5O8PS3Ti.

Geometry as XYZ:
```
71
C25H22F6N5O8PS3Ti the ωB97M-V functional and the def2-TZVPD basis
Ti 0.7140 0.4768 -0.5577
C -1.3152 2.1904 3.0746
C -0.4179 1.4476 2.1520
N -0.8040 0.7603 1.1341
N -2.1203 0.6398 0.8515
C -2.9287 0.0457 1.6981
N -4.2645 0.2084 1.3653
S -2.5443 -0.9169 3.0624
C 1.0397 1.4871 2.3253
C 1.6686 1.8647 3.5053
C 3.0451 1.7615 3.5876
C 3.7648 1.2862 2.5035
C 3.0788 0.9530 1.3512
N 1.7545 1.0696 1.2729
H -2.2143 2.4725 2.5267
H -0.8217 3.0943 3.4324
H -1.6189 1.5597 3.9144
H -4.4128 0.5010 0.4072
H -4.8465 -0.5619 1.6518
H 1.0790 2.2057 4.3431
H 3.5539 2.0442 4.5010
H 4.8397 1.1844 2.5337
H 3.5789 0.5853 0.4628
F -2.7571 1.8258 -6.4348
C -3.1596 0.6583 -5.7518
F -2.9970 -0.3085 -6.7964
F -4.5770 0.8215 -5.7887
S -0.6478 3.4158 -1.1457
O -0.3690 1.8460 -1.2010
O -1.4713 3.6842 0.0230
N 0.8665 3.9933 -0.6792
S 2.2105 3.3812 -1.0169
O 2.2159 1.9071 -1.1464
O 3.3090 3.9117 -0.2597
C 2.6224 3.8386 -2.7555
F 1.6562 3.4328 -3.5799
F 2.7433 5.1674 -2.8739
F 3.7751 3.2852 -3.1487
O 1.0837 -3.4238 0.7511
C 0.5122 -2.4102 0.4100
O 1.0820 -1.2342 0.3486
C -0.9595 -2.4105 0.0147
P -1.1705 -1.1984 -1.3251
C -2.9446 -0.9396 -1.5635
C -3.8737 -1.8850 -1.1360
C -5.2201 -1.7093 -1.4192
C -5.6384 -0.5994 -2.1419
C -4.7140 0.3382 -2.5796
C -3.3697 0.1750 -2.2792
C -0.7121 -2.0989 -2.8407
C 0.1395 -3.1999 -2.8014
C 0.5195 -3.8265 -3.9819
C 0.0517 -3.3613 -5.2024
C -0.8000 -2.2642 -5.2446
C -1.1769 -1.6300 -4.0708
H -1.5206 -2.0601 0.8907
H -1.2815 -3.4184 -0.2402
H -3.5513 -2.7536 -0.5754
H -5.9401 -2.4456 -1.0817
H -6.6872 -0.4752 -2.3838
H -5.0193 1.1734 -3.1939
H -2.6558 0.9054 -2.6367
H 0.5234 -3.5792 -1.8618
H 1.1840 -4.6816 -3.9415
H 0.3489 -3.8555 -6.1202
H -1.1911 -1.8813 -6.1790
H -1.8445 -0.7751 -4.1618
O 3.6019 -0.6990 -1.5379
C 2.6880 -0.7334 -2.3333
O 1.4698 -0.3116 -2.1355
H 2.8154 -1.1468 -3.3472
```

Properties
lowest unoccupied orbital energy = 3.7 eV
charge = -2
Kohn-Sham gap = 5.69 eV

Mulliken atomic charge list, values in e, 2 entries:
1 Ti -0.02
2 C -2.57